No. 1
Computed, not measured: an isolated molecule of C20H12O at a distorted geometry, with the ωB97M-V functional and the def2-TZVPD basis.

XYZ file:
```
33
Properties=species:S:1:pos:R:3:lowdin_charge:R:1
C 2.800 2.807 -1.439 -0.056
C 3.214 1.629 -0.935 -0.045
C 2.260 0.543 -0.767 -0.175
C 2.622 -0.594 -0.141 -0.043
C 1.584 -1.462 0.326 -0.013
C 0.267 -1.053 0.507 -0.103
C -0.791 -1.728 1.195 -0.076
C -0.542 -2.919 1.989 0.011
C -1.554 -3.724 2.552 -0.028
C -2.876 -3.238 2.425 -0.157
C -3.197 -2.039 1.739 -0.133
C -2.201 -1.308 1.063 -0.082
C -2.530 -0.133 0.284 0.020
C -1.576 0.595 -0.344 -0.153
C -1.918 1.810 -1.062 -0.024
C -0.983 2.700 -1.568 -0.006
C 0.410 2.244 -1.572 -0.159
C 1.391 3.141 -1.822 -0.022
C 0.819 0.731 -1.238 -0.102
C -0.093 0.373 -0.005 -0.136
O -3.735 -3.245 1.363 0.057
H 3.519 3.532 -1.769 0.091
H 4.222 1.605 -0.605 0.101
H 3.612 -0.718 0.195 0.104
H 2.030 -2.407 0.590 0.101
H 0.535 -3.353 2.111 0.139
H -1.354 -4.683 3.111 0.116
H -3.599 -0.119 0.191 0.120
H -2.903 2.124 -1.002 0.085
H -1.290 3.624 -1.997 0.102
H 1.160 4.126 -2.107 0.089
H 0.514 -0.010 -2.038 0.183
H 0.182 1.150 0.769 0.193
```

Computed properties:
Frontier orbital gap, eV: 6.25
M, g/mol: 268.31
Multiplicity: 1
HOMO energy, eV: -7.335
SMILES: C1=CC2=CC=C3c4ccc5c(c4C=C4C=CC(=C1)[C@@H]2[C@@H]43)O5
Energy relative to the best compared isomer or geometry (same formula, charge and spin), kJ/mol: 348.82
Total energy, eV: -22973.836

=====

No. 2
Computed, not measured: a structure of composition C20H13Cl2HoN3O4, with the ωB97M-V functional and the def2-TZVPD basis.

XYZ file:
```
43
Properties=species:S:1:pos:R:3:lowdin_charge:R:1
Ho -0.738 -0.031 -0.055 1.774
O -2.186 -2.107 0.640 -0.033
C -2.376 -3.293 -0.081 -0.219
C -3.128 -4.335 0.419 0.002
C -3.225 -5.500 -0.334 -0.057
C -2.573 -5.617 -1.552 -0.062
C -1.814 -4.558 -2.034 0.000
C -1.724 -3.384 -1.305 -0.104
C -0.924 -2.187 -1.653 -0.468
O -1.584 -1.056 -1.740 -0.174
N 0.379 -2.293 -1.618 0.127
N 0.911 -1.025 -1.356 -0.137
C 2.087 -0.632 -1.600 -0.021
C 2.418 0.704 -1.009 -0.234
C 3.574 1.373 -1.344 0.007
C 3.814 2.617 -0.762 -0.019
C 2.894 3.133 0.127 -0.024
C 1.753 2.390 0.412 -0.098
N 1.509 1.200 -0.131 0.013
H -2.505 -2.185 1.535 0.085
H -3.624 -4.246 1.377 0.124
H -3.812 -6.325 0.044 0.113
H -2.646 -6.528 -2.128 0.111
H -1.289 -4.637 -2.976 0.125
H 2.810 -1.213 -2.169 0.144
H 4.277 0.939 -2.041 0.126
H 4.712 3.167 -1.006 0.124
H 3.046 4.090 0.603 0.119
H 1.014 2.760 1.113 0.118
Cl -4.651 3.241 5.465 0.716
C -3.653 2.318 4.410 -0.658
C -3.292 1.014 4.773 -0.083
C -2.480 0.257 3.957 -0.571
Cl -2.095 -1.364 4.411 0.753
C -1.958 0.775 2.758 -0.357
O -1.120 0.108 2.023 -0.236
C -2.417 2.067 2.357 -0.126
C -2.223 2.584 1.039 -0.121
O -1.691 1.983 0.068 -0.129
C -3.237 2.839 3.200 -0.038
H -3.655 0.587 5.697 0.119
H -2.632 3.580 0.837 0.147
H -3.560 3.821 2.885 0.123
```

Computed properties:
Frontier orbital gap (alpha / beta), eV: 7.36 / 7.40
M, g/mol: 595.18
Multiplicity: 5
HOMO energy (alpha / beta), eV: -11.428 / -11.430
Energy relative to the best compared isomer or geometry (same formula, charge and spin), kJ/mol: 0.00
Charge: +1
Total energy, eV: -84452.168

=====

No. 3
Computed, not measured: a structure of composition C20H13Cl5OPPdS at a distorted geometry, with the ωB97M-V functional and the def2-TZVPD basis.

XYZ file:
```
42
Properties=species:S:1:pos:R:3:lowdin_charge:R:1
Pd -0.401 1.076 0.369 0.385
Cl 5.158 -0.356 4.478 0.931
C 3.628 -0.272 3.849 -0.611
C 3.483 -0.163 2.420 -0.698
Cl 4.861 -0.139 1.430 0.813
C 2.236 -0.089 1.902 -0.550
Cl 1.967 0.068 0.232 0.857
C 1.042 -0.118 2.770 -0.386
O -0.091 -0.039 2.319 -0.020
C 1.252 -0.242 4.230 -0.581
Cl -0.116 -0.301 5.190 0.907
C 2.512 -0.315 4.740 -0.696
Cl 2.774 -0.459 6.412 0.810
C -2.556 -1.753 -0.069 -0.211
P -2.400 0.020 -0.336 0.948
C -2.374 0.347 -2.090 -0.387
C -2.720 -0.635 -3.020 -0.067
C -2.677 -0.343 -4.374 -0.044
C -2.282 0.918 -4.804 -0.040
C -1.938 1.900 -3.886 -0.052
C -1.986 1.619 -2.529 -0.116
C -3.804 0.804 0.437 -0.364
C -4.023 0.583 1.801 -0.094
C -5.132 1.135 2.416 -0.057
C -6.019 1.911 1.678 -0.045
C -5.797 2.141 0.329 -0.049
C -4.690 1.590 -0.300 -0.064
H -3.547 -2.068 -0.399 0.074
H -2.457 -1.970 0.994 0.051
H -1.784 -2.289 -0.619 0.062
H -3.029 -1.621 -2.697 0.105
H -2.956 -1.100 -5.095 0.121
H -2.249 1.137 -5.864 0.121
H -1.645 2.885 -4.227 0.118
H -1.758 2.397 -1.813 0.082
H -3.324 -0.009 2.382 0.101
H -5.311 0.960 3.468 0.116
H -6.889 2.337 2.160 0.119
H -6.494 2.743 -0.240 0.119
H -4.525 1.764 -1.355 0.107
S 0.175 4.513 0.958 0.897
C -0.093 3.069 0.725 -0.712
```

Computed properties:
Frontier orbital gap (alpha / beta), eV: 3.58 / 4.40
M, g/mol: 616.05
Multiplicity: 2
HOMO energy (alpha / beta), eV: -13.705 / -14.416
Energy relative to the best compared isomer or geometry (same formula, charge and spin), kJ/mol: 198.70
Charge: +2
Total energy, eV: -109195.289

=====

No. 4
Computed, not measured: an isolated molecule of C20H13F3IN3O5 at a distorted geometry, with the ωB97M-V functional and the def2-TZVPD basis.

XYZ file:
```
45
Properties=species:S:1:pos:R:3:lowdin_charge:R:1
O 0.368 -3.727 1.587 0.057
C 0.619 -4.019 0.409 -0.382
N 0.250 -3.166 -0.625 0.021
N -0.286 -1.916 -0.539 0.065
C 0.154 -1.053 0.387 -0.034
C -0.356 0.338 0.478 -0.113
C 0.350 1.210 1.308 0.033
C 0.025 2.565 1.424 -0.072
C 0.831 3.346 2.365 -0.434
O 0.338 4.321 2.923 0.090
O 2.063 2.905 2.709 0.124
C -0.969 3.128 0.614 -0.101
N -1.176 4.512 0.653 0.123
C -1.497 5.351 -0.414 -0.152
C -1.179 4.989 -1.754 -0.024
C -1.554 5.773 -2.823 -0.156
C -2.051 7.084 -2.633 -0.549
I -2.485 8.389 -4.463 0.652
C -2.256 7.500 -1.296 -0.066
C -2.043 6.652 -0.209 -0.183
F -2.344 7.105 1.048 0.058
C -1.771 2.250 -0.151 -0.118
F -2.788 2.718 -0.903 0.102
C -1.472 0.869 -0.237 -0.109
F -2.221 0.107 -1.058 0.105
C 1.183 -5.329 0.063 -0.155
C 1.646 -5.741 -1.197 0.017
C 2.003 -7.132 -1.060 -0.004
C 1.746 -7.461 0.241 -0.235
C 1.859 -8.845 0.875 -0.153
O 2.912 -8.810 1.857 -0.060
O 1.340 -6.377 0.969 0.098
H 0.151 -3.612 -1.537 0.137
H 0.934 -1.369 1.101 0.124
H 1.194 0.792 1.858 0.130
H 2.399 3.449 3.424 0.127
H -0.958 4.940 1.550 0.130
H -0.671 4.024 -1.936 0.130
H -1.449 5.448 -3.856 0.091
H -2.658 8.487 -1.105 0.108
H 1.687 -5.118 -2.103 0.118
H 2.390 -7.797 -1.806 0.110
H 0.903 -9.140 1.346 0.127
H 2.113 -9.604 0.104 0.134
H 2.727 -8.037 2.412 0.089
```

Computed properties:
Frontier orbital gap, eV: 7.55
M, g/mol: 559.24
Multiplicity: 1
HOMO energy, eV: -8.125
SMILES: O=C(N/N=C/c1cc(C(=O)O)c(Nc2ccc(I)cc2F)c(F)c1F)c1ccc(CO)o1
Total energy, eV: -51909.273

=====

No. 5
Computed, not measured: a structure of composition C20H13F5NO2ReS4Sb, with the ωB97M-V functional and the def2-TZVPD basis.

XYZ file:
```
47
Properties=species:S:1:pos:R:3:lowdin_charge:R:1
Re -0.741 -1.536 2.731 0.836
S 3.524 1.404 9.106 0.178
Sb 2.122 0.025 9.944 0.633
S -0.364 -3.540 2.724 0.479
S -0.127 -0.754 4.555 0.321
S 0.768 -1.383 10.810 0.190
F -3.211 -3.828 2.588 0.077
C -3.650 -2.584 2.683 -0.225
C -2.752 -1.504 2.782 -0.239
C -3.313 -0.216 2.892 -0.232
F -2.474 0.824 2.971 0.068
C -4.665 0.014 2.899 -0.130
F -5.155 1.232 2.984 0.183
C -5.520 -1.087 2.803 -0.088
F -6.808 -0.899 2.802 0.225
C -5.014 -2.383 2.697 -0.125
F -5.845 -3.397 2.605 0.189
C 4.162 0.355 -2.012 -0.026
O 2.825 -0.077 -2.295 -0.086
C 2.365 0.099 -3.550 -0.248
C 3.077 0.679 -4.593 0.017
C 2.502 0.788 -5.851 -0.021
C 1.220 0.315 -6.105 -0.043
C 0.506 -0.275 -5.081 0.002
C 1.066 -0.354 -3.812 -0.168
N 0.330 -1.054 -2.799 0.176
C 0.075 -0.765 -1.566 0.067
C 0.297 0.468 -0.846 -0.105
C 0.566 1.690 -1.471 0.029
C 0.676 2.856 -0.736 -0.008
C 0.540 2.820 0.647 -0.003
C 0.265 1.624 1.296 0.000
C 0.129 0.474 0.551 -0.250
O -0.177 -0.724 1.175 -0.319
H 4.276 1.421 -2.213 0.104
H 4.880 -0.217 -2.599 0.109
H 4.318 0.162 -0.956 0.098
H 4.086 1.030 -4.437 0.120
H 3.074 1.239 -6.649 0.128
H 0.789 0.396 -7.092 0.124
H -0.491 -0.664 -5.255 0.130
H -0.029 -1.951 -3.112 0.189
H -0.424 -1.562 -1.027 0.151
H 0.668 1.729 -2.546 0.130
H 0.870 3.793 -1.238 0.131
H 0.639 3.729 1.224 0.131
H 0.143 1.593 2.371 0.102
```

Computed properties:
Frontier orbital gap, eV: 4.87
M, g/mol: 830.55
Multiplicity: 1
HOMO energy, eV: -15.379
Energy relative to the best compared isomer or geometry (same formula, charge and spin), kJ/mol: 110.55
Charge: +3
Total energy, eV: -92102.301

=====

Question: Which value of multiplicity does entry 5 give?
Answer: 1